The following is a DFT calculation (ωB97M-V/def2-TZVPD) of an isolated molecule of C5H6N2O at a distorted geometry.

Its max |F| is 8.4 eV/A. The calculation puts the HOMO-LUMO gap at 9.272 eV. The value obtained for the energy above the lowest of the compared OMol25 structures with the same formula, charge and spin is 441.9 kJ/mol. Its electronic energy is -378.702631 Ha. Its multiplicity is 1.

Last column: natural (NBO) charge in e.
Cartesian coordinates (Å):
1 H 2.19 1.43 0.21  0.25
2 C 0.25 0.29 -0.14  0.01
3 C -1.18 0.22 -0.24  0.02
4 C 1.00 1.56 0.11  -0.66
5 C 0.74 -0.98 -0.24  -0.27
6 H -0.04 -1.75 -0.30  0.27
7 C 2.23 -1.23 0.03  0.26
8 H -1.66 1.23 -0.13  0.17
9 H 0.79 2.01 -0.81  0.23
10 O -3.20 -0.85 0.33  -0.56
11 N -1.79 -0.80 -0.17  -0.13
12 N 3.38 -1.31 0.17  -0.33
13 H 0.77 2.10 1.09  0.25
14 H -3.48 -1.92 0.07  0.49

The following is a DFT calculation (ωB97M-V/def2-TZVPD) of a structure of composition C37H35AsCsN2O6S at a distorted geometry.

Its max |F| is 3.1 eV/A. The calculation puts the HOMO-LUMO gap at 5.713 eV. The value obtained for the energy above the lowest of the compared OMol25 structures with the same formula, charge and spin is 77.9 kJ/mol. Its charge is -1. Its electronic energy is -4645.931954 Ha. Its multiplicity is 1.

Last column: Löwdin charge in e.
Cartesian coordinates (Å):
1 As 1.00 1.93 1.24  1.18
2 H -3.27 1.42 2.00  0.09
3 C 1.87 -2.28 -2.77  -0.11
4 H -0.90 2.23 -3.37  0.10
5 H 5.64 0.40 2.07  0.09
6 H -3.51 -2.26 3.91  0.07
7 H 3.70 -2.24 -3.88  0.13
8 H -4.83 0.78 2.52  0.07
9 C -0.88 5.51 2.52  -0.10
10 C -0.45 6.47 1.61  -0.11
11 C -3.44 0.66 -1.16  -0.04
12 C 2.42 1.91 -2.78  -0.08
13 H 3.67 -4.56 -0.26  0.14
14 H -5.11 -1.57 3.62  0.09
15 C -3.26 -1.82 -0.86  -0.19
16 H -2.02 -1.60 -2.62  0.06
17 S 3.01 -0.33 1.08  0.36
18 H 0.15 -2.52 -1.50  0.07
19 C 3.16 -3.94 -0.98  0.09
20 C 1.20 1.95 -0.70  -0.43
21 C 3.19 -2.61 -3.01  0.09
22 O 1.79 -4.60 1.38  0.02
23 H -4.01 -4.95 1.56  0.07
24 C 4.99 1.26 2.15  -0.13
25 N 5.21 -3.83 -2.36  -0.35
26 H -2.25 -4.84 0.11  0.07
27 C -0.46 4.19 2.38  -0.13
28 O 1.72 -1.18 -4.78  0.08
29 H -3.69 -0.53 3.74  0.07
30 C 0.81 4.78 0.45  -0.11
31 H -3.77 -4.93 -0.81  0.09
32 C 0.40 6.10 0.58  -0.09
33 C 0.02 2.08 -1.43  -0.14
34 H -0.80 3.44 3.09  0.09
35 H 3.33 1.74 -0.84  0.08
36 H -3.18 -2.92 -2.72  0.07
37 C -3.65 -4.11 2.15  -0.04
38 H -2.65 -4.38 2.52  0.10
39 H 1.48 4.51 -0.36  0.11
40 H 2.65 4.32 2.44  0.09
41 C 3.82 -3.45 -2.10  -0.11
42 O 5.73 -4.61 -1.59  0.09
43 C -3.52 -0.57 -0.29  -0.20
44 H -0.78 7.50 1.71  0.09
45 H 4.99 4.49 3.19  0.09
46 C 3.66 1.14 1.73  -0.78
47 H -2.66 0.56 -1.91  0.07
48 O -0.09 -3.65 0.60  -0.43
49 C -3.58 -2.86 1.31  -0.19
50 H 1.26 2.07 -4.57  0.10
51 C 0.39 3.81 1.35  -0.40
52 C 1.84 -3.60 -0.76  -0.12
53 H -4.39 0.82 -1.70  0.09
54 O 0.02 -1.14 -3.48  0.06
55 H 3.36 1.84 -3.31  0.10
56 H -2.31 -4.23 -1.52  0.07
57 C -2.89 -4.32 -0.60  -0.05
58 C -3.82 -0.46 1.07  -0.19
59 C -4.17 0.89 1.66  -0.04
60 H 0.74 6.85 -0.13  0.10
61 H -1.54 5.80 3.33  0.09
62 H -0.92 2.18 -0.89  0.09
63 C 3.30 3.46 2.35  -0.11
64 H -3.23 1.56 -0.58  0.06
65 C -4.04 -1.48 3.37  -0.05
66 Cs 0.13 -1.31 0.93  1.15
67 H 6.49 2.53 3.00  0.09
68 C 4.62 3.56 2.78  -0.12
69 H -4.32 -3.99 3.00  0.07
70 C -3.03 -1.91 -2.35  -0.03
71 C -3.26 -2.97 -0.05  -0.19
72 C 2.82 2.27 1.82  -0.43
73 N 1.17 -1.45 -3.73  -0.33
74 C 1.19 -2.77 -1.66  -0.01
75 H -3.73 -1.26 -2.88  0.08
76 C 5.46 2.46 2.67  -0.11
77 O 5.75 -3.36 -3.34  0.07
78 C 1.11 -4.02 0.54  -0.76
79 C 2.40 1.85 -1.39  -0.11
80 H -4.68 1.52 0.94  0.07
81 C -3.82 -1.61 1.88  -0.19
82 C 0.03 2.13 -2.82  -0.10
83 C 1.24 2.05 -3.49  -0.11

The following is a DFT calculation (ωB97M-V/def2-TZVPD) of the ion H2O2PS with charge -1 at a distorted geometry.

Its max |F| is 1.4 eV/A. The calculation puts the HOMO-LUMO gap at 7.150 eV. The value obtained for the energy above the lowest of the compared OMol25 structures with the same formula, charge and spin is 95.8 kJ/mol. Its charge is -1. Its electronic energy is -891.232689 Ha. Its multiplicity is 1.

Last column: natural (NBO) charge in e.
Cartesian coordinates (Å):
1 P -1.06 -0.02 0.26  0.86
2 H -0.53 1.05 -0.75  -0.19
3 H 1.10 0.50 0.63  0.45
4 O 1.90 -0.04 0.40  -0.89
5 O -2.51 -0.19 -0.14  -1.12
6 S 1.11 -1.30 -0.40  -0.11

The following is a DFT calculation (ωB97M-V/def2-TZVPD) of an isolated molecule of C5H6O3 at a distorted geometry.

Its max |F| is 4.2 eV/A. The calculation puts the HOMO-LUMO gap at 10.257 eV. The value obtained for the energy above the lowest of the compared OMol25 structures with the same formula, charge and spin is 125.5 kJ/mol. Its electronic energy is -419.791613 Ha. Its multiplicity is 1.

Last column: natural (NBO) charge in e.
Cartesian coordinates (Å):
1 O -2.34 -0.27 1.42  -0.51
2 H -0.16 -1.94 1.41  0.29
3 H 2.06 0.16 -1.58  0.49
4 C -0.13 -0.79 1.22  -0.66
5 H -0.86 -0.33 -1.43  0.27
6 C -1.34 -0.19 0.75  0.59
7 C 0.49 0.71 -0.67  0.00
8 C -1.02 0.44 -0.63  -0.58
9 H -1.66 1.17 -1.28  0.26
10 H 0.71 1.79 -0.33  0.18
11 O 1.15 0.47 -1.88  -0.71
12 C 1.01 -0.31 0.39  0.59
13 H -0.08 -0.30 2.24  0.29
14 O 2.17 -0.59 0.40  -0.52